1.
Entry from the OMol25 dataset: a molecular structure, C34H25HfIN4O2S2Si at a distorted geometry (wB97M-V/def2-TZVPD).

CARTESIAN COORDINATES (ANGSTROEM)
Hf1 -0.33887 -0.10746 0.12977
C1 -3.24344 -2.57145 -2.06803
C2 -3.66665 -1.14362 -1.88935
N1 -4.63879 -0.68112 -2.64630
C3 -5.03357 0.59170 -2.51674
C4 -4.48123 1.47574 -1.62193
C5 -4.98635 2.89676 -1.55617
O1 -5.51966 3.25198 -0.28464
C6 -3.43683 1.01142 -0.79105
C7 -2.89801 1.85726 0.25164
N2 -1.81394 1.60914 0.89873
C8 -1.43629 2.47071 1.95050
C9 -1.54012 3.85780 1.85832
C10 -1.15807 4.66411 2.91626
C11 -0.66292 4.10406 4.08395
C12 -0.53921 2.72662 4.19050
C13 -0.91592 1.93284 3.12509
I1 -0.74879 -0.18004 3.26472
C14 -3.02232 -0.32779 -0.92183
O2 -2.10925 -0.86434 -0.12008
H1 -4.08348 -3.13429 -2.46709
H2 -2.90670 -3.00244 -1.12673
H3 -2.41859 -2.63412 -2.78087
H4 -5.83718 0.89982 -3.17750
H5 -5.73212 3.03952 -2.34179
H6 -4.16960 3.59615 -1.74088
H7 -6.34783 2.78234 -0.14731
H8 -3.48961 2.72868 0.52481
H9 -1.89289 4.29571 0.93305
H10 -1.24358 5.73823 2.82066
H11 -0.36212 4.73665 4.90789
H12 -0.14671 2.27284 5.09012
S1 1.68483 1.10803 0.98339
C15 2.30441 1.83828 -0.49223
C16 3.61429 2.31235 -0.46158
C17 4.17357 2.99241 -1.53248
C18 5.51438 3.47942 -1.45786
N3 6.59081 3.87620 -1.39071
C19 3.39599 3.20797 -2.68319
C20 2.10894 2.69615 -2.73805
C21 1.54808 1.99998 -1.66889
S2 -0.08669 1.39151 -1.90142
C22 3.90883 3.97400 -3.77439
N4 4.30162 4.61307 -4.64511
H13 4.19896 2.15428 0.43483
H14 1.51686 2.83551 -3.63265
C23 5.14484 -3.49037 -1.25769
C24 4.80381 -2.27539 -0.68196
C25 3.46833 -1.95855 -0.47273
C26 2.45159 -2.84177 -0.83781
C27 2.81535 -4.05463 -1.42739
C28 4.14805 -4.38010 -1.63284
Si1 0.62749 -2.50818 -0.43213
C29 0.37019 -3.38962 1.26176
C30 -0.88395 -3.34352 1.88510
C31 -1.10082 -3.92570 3.12825
C32 -0.06143 -4.57977 3.77363
C33 1.18378 -4.65402 3.16639
C34 1.39581 -4.06212 1.92825
H15 6.18561 -3.74341 -1.41722
H16 5.57868 -1.57520 -0.39468
H17 3.21894 -1.01025 -0.00977
H18 2.04099 -4.75400 -1.72394
H19 4.41012 -5.32986 -2.08292
H20 -0.09888 -3.41045 -1.38393
H21 -1.71774 -2.87927 1.36660
H22 -2.07957 -3.86697 3.59110
H23 -0.22628 -5.04208 4.73876
H24 1.99579 -5.17389 3.65962
H25 2.37504 -4.12340 1.46818

energy relative to the best compared isomer or geometry (same formula, charge and spin) = 2.7915 eV
lowest unoccupied orbital energy = -0.053 Ha
E_tot = -3111.8213 Eh
orbital gap = 6.8 eV
2S+1 = 1
HOMO = -0.30298 Ha
max |F| = 2.0 eV Å⁻¹


2.
Entry from the OMol25 dataset: a single C5H6OS2 molecule at a distorted geometry (wB97M-V/def2-TZVPD).

CARTESIAN COORDINATES (ANGSTROEM)
C1 -0.51840 -1.81460 -0.83424
C2 -0.00925 -0.51787 -0.36017
C3 -0.67019 0.49024 0.50824
O1 -0.42429 1.77541 0.11841
C4 0.83238 2.33447 0.32656
S1 1.31857 3.77080 -0.22819
S2 1.83250 1.11694 1.08210
C5 0.67395 -0.18463 0.94027
H1 -1.32899 -1.58512 -1.61597
H2 -1.17638 -2.44443 -0.10063
H3 0.14552 -2.48305 -1.28699
H4 0.44188 0.09903 -1.21187
H5 -1.69081 0.46305 0.97037
H6 0.57351 -1.02024 1.69210

energy relative to the best compared isomer or geometry (same formula, charge and spin) = 1.7688 eV
lowest unoccupied orbital energy = 0.011 Ha
E_tot = -1065.6637 Eh
orbital gap = 9.2 eV
2S+1 = 1
HOMO = -0.32531 Ha
max |F| = 4.8 eV Å⁻¹


3.
Entry from the OMol25 dataset: a single C9H13IO2S2 molecule at a distorted geometry (wB97M-V/def2-TZVPD).

CARTESIAN COORDINATES (ANGSTROEM)
C1 -1.66795 -2.24244 -3.52331
C2 -1.26197 -1.49112 -2.45350
C3 -2.02619 -1.66399 -1.10679
C4 0.00313 -0.84240 -2.39683
O1 0.57141 -0.39829 -3.36181
O2 0.30380 -0.60100 -1.14463
C5 1.45925 0.09707 -0.88627
I1 3.29860 -1.02791 -0.95187
C6 1.24539 0.93173 0.67698
C7 0.17996 0.13263 1.49503
C8 0.07426 0.60761 2.95070
S1 -0.32586 2.35818 3.39621
C9 0.91052 3.18190 2.42859
S2 0.78173 2.66546 0.67304
H1 -2.53887 -2.89022 -3.38355
H2 -1.09427 -2.11676 -4.55104
H3 -1.97431 -0.77494 -0.46424
H4 -3.07096 -2.01724 -1.42974
H5 -1.43276 -2.44175 -0.53993
H6 1.55586 0.87234 -1.57168
H7 2.26233 0.88343 1.35006
H8 0.49114 -0.92484 1.47453
H9 -0.80706 0.21604 0.95743
H10 -0.70532 -0.01366 3.41720
H11 1.06112 0.23002 3.47480
H12 0.79089 4.29168 2.53667
H13 1.91613 2.97847 2.93394

lowest unoccupied orbital energy = -0.001 Ha
E_tot = -1595.1912 Eh
orbital gap = 8.5 eV
2S+1 = 1
HOMO = -0.31294 Ha
max |F| = 4.5 eV Å⁻¹


4.
Entry from the OMol25 dataset: a molecular structure, C30H24BrN6NaO7S at a distorted geometry (wB97M-V/def2-TZVPD).

CARTESIAN COORDINATES (ANGSTROEM)
Na1 1.09769 0.07633 -1.90455
Br1 -5.72054 8.48446 1.25457
C1 -4.86380 6.91841 1.93979
C2 -5.59542 5.99964 2.66852
C3 -4.97543 4.85491 3.15534
C4 -3.61519 4.58589 2.91412
C5 -2.90144 5.55154 2.15732
C6 -3.51560 6.70354 1.68822
N1 -3.01964 3.53061 3.61259
N2 -1.96855 2.86728 3.23110
C7 -1.63145 2.58856 1.95525
C8 -2.48128 2.72841 0.81267
C9 -2.08529 2.41804 -0.44281
C10 -0.74145 1.95547 -0.74059
O1 -0.35276 1.74384 -1.89032
C11 0.14882 1.75488 0.43943
N3 1.39399 1.31191 0.16911
C12 2.21869 1.06935 1.17025
C13 1.84905 1.26233 2.50374
C14 0.59337 1.74591 2.78492
C15 -0.30277 2.01426 1.73853
H1 -6.64478 6.18201 2.86514
H2 -5.53865 4.13589 3.73961
H3 -1.85018 5.38356 1.95724
H4 -2.94604 7.43108 1.12076
H5 -3.49743 3.04821 0.97413
H6 -2.76961 2.49350 -1.27987
H7 3.21354 0.70749 0.90629
H8 2.54934 1.03461 3.29793
H9 0.26511 1.91953 3.80081
O2 3.61857 -3.18160 -0.01035
S1 3.47189 -2.76171 -1.38208
O3 2.91621 -3.73199 -2.29041
N4 2.76637 -1.31956 -1.49299
C16 3.58056 -0.39329 -2.05710
O4 3.27009 0.77048 -2.33188
C17 4.97710 -0.92063 -2.31089
C18 6.07662 -0.21148 -2.75422
C19 7.28922 -0.88725 -2.86785
C20 7.38185 -2.24225 -2.53998
C21 6.26940 -2.94371 -2.08801
C22 5.07411 -2.25504 -1.98644
H10 5.97227 0.84261 -2.99240
H11 8.17458 -0.35961 -3.20457
H12 8.33524 -2.75225 -2.63192
H13 6.33631 -3.99218 -1.81881
C23 -3.63668 -2.74387 -1.55235
C24 -3.04626 -3.27761 -0.24312
C25 -1.50989 -3.23361 -0.18003
C26 -1.04711 -3.67486 1.21883
C27 0.47223 -3.66811 1.38287
C28 -0.96118 -4.22053 -1.19968
O5 -1.15342 -5.42671 -1.09815
N5 -0.26929 -3.68802 -2.24023
C29 -0.04511 -2.30405 -2.48196
O6 0.50274 -2.00210 -3.54587
N6 -0.45905 -1.40114 -1.56910
C30 -1.06686 -1.77236 -0.40865
O7 -1.34658 -0.97120 0.48772
H14 -4.72676 -2.82977 -1.54548
H15 -3.25814 -3.30254 -2.41626
H16 -3.37870 -1.69092 -1.69446
H17 -3.35380 -4.31325 -0.08940
H18 -3.41302 -2.67831 0.59156
H19 -1.44056 -4.67731 1.40157
H20 -1.49752 -2.98483 1.93050
H21 0.96051 -4.35309 0.68244
H22 0.75734 -3.96662 2.39538
H23 0.88418 -2.67058 1.20243
H24 0.21022 -4.31060 -2.86789

energy relative to the best compared isomer or geometry (same formula, charge and spin) = 0.7224 eV
lowest unoccupied orbital energy = 0.133 Ha
charge = -2
E_tot = -5147.5590 Eh
orbital gap = 5.5 eV
2S+1 = 1
HOMO = -0.06953 Ha
max |F| = 1.1 eV Å⁻¹